Entry 1:
DFT (ωB97M-V/def2-TZVPD) results for one molecule with the formula C4H5NO in a non-equilibrium geometry.

Each line ends with the Löwdin charge.
Positions of all 11 atoms, in Å:
C 0.07 1.16 0.00  -0.11
C -1.22 0.69 -0.02  -0.14
C -1.24 -0.73 -0.05  -0.12
C 0.03 -1.09 0.04  -0.11
H 2.68 -0.27 0.69  0.17
H 0.31 2.28 0.04  0.15
H -2.14 1.34 -0.22  0.12
H -2.10 -1.38 -0.17  0.10
H 0.55 -2.05 -0.15  0.13
N 0.83 0.05 0.03  -0.19
O 2.23 0.02 -0.20  0.00

molecular weight = 83.09 g mol⁻¹
SMILES = On1cccc1
2S+1 = 1
Kohn-Sham gap = 9.2 eV
LUMO = 0.71 eV

Entry 2:
DFT (ωB97M-V/def2-TZVPD) results for an isolated ion of composition C3H8N3 and charge +1 in a non-equilibrium geometry.

Each line ends with the Löwdin spin population.
Positions of all 14 atoms, in Å:
C 1.40 -0.80 1.25  0.63
C -0.78 -0.22 0.55  0.06
C 0.09 1.14 -1.33  0.06
N 0.31 -1.07 0.55  0.25
N -1.00 1.88 -0.72  0.78
N -1.08 0.51 -0.79  0.08
H 1.47 0.21 1.71  0.04
H 2.29 -1.43 1.25  0.04
H -1.66 -0.91 0.76  0.01
H -0.89 0.58 1.32  0.00
H 0.07 1.23 -2.36  0.02
H 0.97 0.84 -0.76  0.02
H 0.38 -1.85 -0.01  0.00
H -1.57 -0.11 -1.43  0.01

molecular weight = 86.12 g mol⁻¹
2S+1 = 3
Kohn-Sham gap (spin up / spin down) = 7.3 / 9.3 eV
LUMO (spin up / spin down) = -3.51 / -6.99 eV
⟨S²⟩ = 2.008
charge = +1

Entry 3:
DFT (ωB97M-V/def2-TZVPD) results for C41H28Cl4GaN2O5PS3 as an isolated structure in a non-equilibrium geometry.

Each line ends with the Löwdin charge.
Positions of all 85 atoms, in Å:
Ga -0.40 0.32 -0.11  0.30
Cl 3.48 0.24 5.94  0.64
C 2.79 0.19 4.31  -0.64
C 3.59 0.51 3.24  -0.71
Cl 5.25 0.99 3.46  0.61
C 3.06 0.40 1.94  -0.59
Cl 4.00 0.84 0.56  0.68
C 1.77 -0.07 1.73  -0.33
O 1.27 -0.24 0.52  -0.08
C 0.96 -0.41 2.85  -0.24
O -0.24 -0.88 2.53  -0.08
C 1.47 -0.21 4.13  -0.22
Cl 0.36 -0.64 5.66  0.78
O 1.08 2.92 0.49  0.06
C 0.78 2.86 -0.68  -0.49
C 0.94 4.01 -1.68  -0.09
C 0.14 3.54 -2.88  -0.09
C -0.15 2.07 -2.59  -0.48
O -0.66 1.31 -3.39  0.03
N 0.24 1.77 -1.31  0.12
H 2.01 4.10 -1.90  0.12
H 0.61 4.94 -1.22  0.11
H 0.63 3.64 -3.85  0.11
H -0.83 4.05 -2.95  0.12
O -0.91 -1.20 -1.04  -0.14
C -0.56 -2.19 -1.92  -0.57
C 0.61 -1.82 -2.83  -0.46
C 1.69 -1.06 -2.53  -0.10
C 2.62 -0.98 -3.60  -0.18
C 2.23 -1.68 -4.70  -0.43
S 0.71 -2.43 -4.44  1.02
C -1.81 -2.50 -2.74  -0.47
C -2.46 -3.68 -2.94  -0.14
C -3.64 -3.55 -3.72  -0.21
C -3.86 -2.25 -4.10  -0.43
S -2.64 -1.20 -3.51  1.08
C -0.16 -3.43 -1.11  -0.44
C -0.32 -3.56 0.23  -0.08
C 0.17 -4.80 0.73  -0.17
C 0.69 -5.59 -0.24  -0.44
S 0.62 -4.82 -1.78  1.01
H 1.84 -0.60 -1.56  0.09
H 3.55 -0.42 -3.55  0.10
H 2.74 -1.78 -5.64  0.05
H -2.11 -4.61 -2.51  0.09
H -4.30 -4.37 -3.98  0.09
H -4.67 -1.87 -4.69  0.05
H -0.74 -2.77 0.84  0.11
H 0.14 -5.08 1.78  0.10
H 1.14 -6.57 -0.14  0.05
N -1.93 0.94 0.65  -0.17
P -2.79 0.67 1.89  0.79
C -2.01 0.36 3.51  -0.25
C -1.98 1.37 4.40  -0.10
C -1.30 1.41 5.67  -0.26
C -0.33 0.80 6.38  -0.29
C -0.96 -1.62 4.95  -0.27
C -1.37 -0.96 3.72  -0.38
C -3.91 -0.76 1.66  -0.27
C -4.64 -1.35 2.70  -0.11
C -5.44 -2.45 2.44  -0.10
C -5.51 -2.98 1.16  -0.10
C -4.77 -2.41 0.13  -0.07
C -3.97 -1.30 0.38  -0.06
C -3.89 2.10 2.15  -0.27
C -5.22 2.02 2.54  -0.07
C -6.00 3.16 2.66  -0.10
C -5.46 4.41 2.38  -0.11
C -4.13 4.50 1.98  -0.09
C -3.36 3.36 1.86  -0.09
H -2.60 2.24 4.21  0.08
H -1.62 2.27 6.27  0.06
H 1.55 -0.41 6.30  -0.07
H 0.31 -1.79 6.80  0.04
H -1.98 -1.74 3.24  0.10
H -4.55 -0.96 3.71  0.11
H -5.99 -2.91 3.25  0.09
H -6.12 -3.85 0.97  0.09
H -4.79 -2.83 -0.87  0.09
H -3.36 -0.87 -0.40  0.08
H -5.66 1.05 2.75  0.09
H -7.04 3.08 2.96  0.09
H -6.07 5.30 2.46  0.09
H -3.70 5.47 1.76  0.09
H -2.33 3.41 1.53  0.10

molecular weight = 967.39 g mol⁻¹
2S+1 = 1
Kohn-Sham gap = 5.0 eV
LUMO = 3.87 eV
charge = -2

Entry 4:
DFT (ωB97M-V/def2-TZVPD) results for one molecule with the formula C14H20N2O4 in a non-equilibrium geometry.

Each line ends with the Löwdin charge.
Positions of all 40 atoms, in Å:
O -1.96 0.87 1.76  0.12
O 1.07 2.38 -1.47  0.10
O 2.00 -2.43 2.40  0.08
O 0.19 1.05 1.00  0.13
C -0.77 0.67 1.91  -0.47
C 0.66 1.35 -1.94  -0.39
C 1.55 -1.34 2.06  -0.27
C 0.64 0.06 0.19  -0.22
C 1.32 -1.08 0.63  -0.11
N 0.44 0.20 -1.16  0.15
N -0.33 -0.01 3.02  0.02
C 1.85 -2.09 -0.33  -0.04
C -1.27 1.92 -5.21  -0.10
C -2.04 0.41 -3.48  -0.08
C 0.37 1.28 -3.48  -0.09
C -1.16 -0.43 4.15  -0.12
C 1.10 -0.35 3.17  -0.15
C -0.25 -1.34 4.96  -0.16
C 1.16 -0.93 4.61  -0.13
C -1.09 1.58 -3.74  -0.45
H 0.27 -0.63 -1.71  0.14
H 2.88 -2.32 -0.06  0.09
H 1.23 -3.01 -0.34  0.10
H 1.88 -1.70 -1.35  0.07
H -2.30 2.14 -5.49  0.08
H -0.89 1.13 -5.89  0.09
H -0.70 2.84 -5.44  0.09
H -2.18 0.22 -2.42  0.07
H -1.70 -0.52 -3.96  0.09
H -3.04 0.65 -3.89  0.09
H 1.03 2.07 -3.95  0.14
H 0.67 0.33 -3.91  0.11
H -1.42 0.46 4.75  0.14
H -2.06 -0.88 3.84  0.11
H 1.75 0.55 3.09  0.16
H -0.44 -1.19 6.05  0.13
H -0.46 -2.39 4.73  0.11
H 1.54 -0.16 5.30  0.12
H 1.83 -1.78 4.72  0.11
H -1.38 2.40 -3.12  0.14

molecular weight = 280.32 g mol⁻¹
SMILES = CC1=C(NC(=O)CC(C)C)OC(=O)N2CCC[C@H]2C1=O
2S+1 = 1
Kohn-Sham gap = 9.2 eV
LUMO = 0.14 eV

Entry 5:
DFT (ωB97M-V/def2-TZVPD) results for a 2-piece molecular cluster, C7H10NO3P overall in a non-equilibrium geometry.

Each line ends with the Löwdin charge.
Positions of all 22 atoms, in Å:
C 2.46 0.81 -0.99  -0.24
C 1.15 0.65 -0.59  -0.12
C 3.77 1.03 -0.50  -0.59
C 3.34 -2.34 0.03  -0.44
C 0.54 0.45 0.67  -0.15
C -2.82 -1.09 0.69  -0.29
C -1.49 -0.66 0.03  -0.06
N -0.67 -0.02 0.86  -0.01
O 2.23 -2.73 -0.03  0.18
O 4.41 -1.97 0.08  0.20
O -3.71 -0.08 0.98  -0.07
P 4.58 1.41 0.96  0.79
H 2.67 0.64 -2.12  0.12
H 0.49 0.31 -1.50  0.13
H 4.36 1.13 -1.39  0.01
H 1.04 0.94 1.58  0.13
H -2.39 -1.53 1.59  0.11
H -3.31 -1.91 0.22  0.10
H -1.14 -1.14 -0.78  0.07
H -1.06 0.17 1.80  0.18
H 3.43 1.14 1.74  -0.19
H -3.87 0.55 0.19  0.15

molecular weight = 187.14 g mol⁻¹
2S+1 = 1
Kohn-Sham gap (spin up / spin down) = 6.4 / 6.3 eV
LUMO (spin up / spin down) = -0.51 / -0.79 eV

Entry 6:
DFT (ωB97M-V/def2-TZVPD) results for an isolated ion of composition C8H10NS and charge +1 in a non-equilibrium geometry.

Each line ends with the Löwdin charge.
Positions of all 20 atoms, in Å:
C -2.39 -0.93 -0.52  -0.09
C -2.70 -1.33 0.75  -0.41
C -1.05 -0.52 -0.54  -0.31
C -0.59 -0.56 0.73  -0.28
C 1.76 0.55 -0.30  -0.08
C -0.20 0.03 -1.63  -0.10
C 1.37 -0.03 -1.55  -0.12
C 1.45 1.02 2.05  -0.05
N 1.11 0.47 0.79  0.00
S -1.61 -1.02 2.03  1.09
H -3.12 -0.96 -1.35  0.15
H -3.78 -1.50 0.99  0.11
H 2.64 1.11 -0.30  0.14
H -0.29 -0.45 -2.67  0.16
H -0.48 1.09 -1.59  0.14
H 1.93 0.43 -2.45  0.17
H 1.62 -1.05 -1.56  0.12
H 1.12 0.35 2.86  0.09
H 0.68 1.89 2.16  0.14
H 2.53 1.41 2.11  0.14

molecular weight = 152.24 g mol⁻¹
2S+1 = 1
Kohn-Sham gap = 8.9 eV
LUMO = -4.31 eV
charge = +1

Please write out number 4 again, unchanged.
DFT (ωB97M-V/def2-TZVPD) results for one molecule with the formula C14H20N2O4 in a non-equilibrium geometry.

Each line ends with the Löwdin charge.
Positions of all 40 atoms, in Å:
O -1.96 0.87 1.76  0.12
O 1.07 2.38 -1.47  0.10
O 2.00 -2.43 2.40  0.08
O 0.19 1.05 1.00  0.13
C -0.77 0.67 1.91  -0.47
C 0.66 1.35 -1.94  -0.39
C 1.55 -1.34 2.06  -0.27
C 0.64 0.06 0.19  -0.22
C 1.32 -1.08 0.63  -0.11
N 0.44 0.20 -1.16  0.15
N -0.33 -0.01 3.02  0.02
C 1.85 -2.09 -0.33  -0.04
C -1.27 1.92 -5.21  -0.10
C -2.04 0.41 -3.48  -0.08
C 0.37 1.28 -3.48  -0.09
C -1.16 -0.43 4.15  -0.12
C 1.10 -0.35 3.17  -0.15
C -0.25 -1.34 4.96  -0.16
C 1.16 -0.93 4.61  -0.13
C -1.09 1.58 -3.74  -0.45
H 0.27 -0.63 -1.71  0.14
H 2.88 -2.32 -0.06  0.09
H 1.23 -3.01 -0.34  0.10
H 1.88 -1.70 -1.35  0.07
H -2.30 2.14 -5.49  0.08
H -0.89 1.13 -5.89  0.09
H -0.70 2.84 -5.44  0.09
H -2.18 0.22 -2.42  0.07
H -1.70 -0.52 -3.96  0.09
H -3.04 0.65 -3.89  0.09
H 1.03 2.07 -3.95  0.14
H 0.67 0.33 -3.91  0.11
H -1.42 0.46 4.75  0.14
H -2.06 -0.88 3.84  0.11
H 1.75 0.55 3.09  0.16
H -0.44 -1.19 6.05  0.13
H -0.46 -2.39 4.73  0.11
H 1.54 -0.16 5.30  0.12
H 1.83 -1.78 4.72  0.11
H -1.38 2.40 -3.12  0.14

molecular weight = 280.32 g mol⁻¹
SMILES = CC1=C(NC(=O)CC(C)C)OC(=O)N2CCC[C@H]2C1=O
2S+1 = 1
Kohn-Sham gap = 9.2 eV
LUMO = 0.14 eV

Copy entry 3 word for word.
DFT (ωB97M-V/def2-TZVPD) results for C41H28Cl4GaN2O5PS3 as an isolated structure in a non-equilibrium geometry.

Each line ends with the Löwdin charge.
Positions of all 85 atoms, in Å:
Ga -0.40 0.32 -0.11  0.30
Cl 3.48 0.24 5.94  0.64
C 2.79 0.19 4.31  -0.64
C 3.59 0.51 3.24  -0.71
Cl 5.25 0.99 3.46  0.61
C 3.06 0.40 1.94  -0.59
Cl 4.00 0.84 0.56  0.68
C 1.77 -0.07 1.73  -0.33
O 1.27 -0.24 0.52  -0.08
C 0.96 -0.41 2.85  -0.24
O -0.24 -0.88 2.53  -0.08
C 1.47 -0.21 4.13  -0.22
Cl 0.36 -0.64 5.66  0.78
O 1.08 2.92 0.49  0.06
C 0.78 2.86 -0.68  -0.49
C 0.94 4.01 -1.68  -0.09
C 0.14 3.54 -2.88  -0.09
C -0.15 2.07 -2.59  -0.48
O -0.66 1.31 -3.39  0.03
N 0.24 1.77 -1.31  0.12
H 2.01 4.10 -1.90  0.12
H 0.61 4.94 -1.22  0.11
H 0.63 3.64 -3.85  0.11
H -0.83 4.05 -2.95  0.12
O -0.91 -1.20 -1.04  -0.14
C -0.56 -2.19 -1.92  -0.57
C 0.61 -1.82 -2.83  -0.46
C 1.69 -1.06 -2.53  -0.10
C 2.62 -0.98 -3.60  -0.18
C 2.23 -1.68 -4.70  -0.43
S 0.71 -2.43 -4.44  1.02
C -1.81 -2.50 -2.74  -0.47
C -2.46 -3.68 -2.94  -0.14
C -3.64 -3.55 -3.72  -0.21
C -3.86 -2.25 -4.10  -0.43
S -2.64 -1.20 -3.51  1.08
C -0.16 -3.43 -1.11  -0.44
C -0.32 -3.56 0.23  -0.08
C 0.17 -4.80 0.73  -0.17
C 0.69 -5.59 -0.24  -0.44
S 0.62 -4.82 -1.78  1.01
H 1.84 -0.60 -1.56  0.09
H 3.55 -0.42 -3.55  0.10
H 2.74 -1.78 -5.64  0.05
H -2.11 -4.61 -2.51  0.09
H -4.30 -4.37 -3.98  0.09
H -4.67 -1.87 -4.69  0.05
H -0.74 -2.77 0.84  0.11
H 0.14 -5.08 1.78  0.10
H 1.14 -6.57 -0.14  0.05
N -1.93 0.94 0.65  -0.17
P -2.79 0.67 1.89  0.79
C -2.01 0.36 3.51  -0.25
C -1.98 1.37 4.40  -0.10
C -1.30 1.41 5.67  -0.26
C -0.33 0.80 6.38  -0.29
C -0.96 -1.62 4.95  -0.27
C -1.37 -0.96 3.72  -0.38
C -3.91 -0.76 1.66  -0.27
C -4.64 -1.35 2.70  -0.11
C -5.44 -2.45 2.44  -0.10
C -5.51 -2.98 1.16  -0.10
C -4.77 -2.41 0.13  -0.07
C -3.97 -1.30 0.38  -0.06
C -3.89 2.10 2.15  -0.27
C -5.22 2.02 2.54  -0.07
C -6.00 3.16 2.66  -0.10
C -5.46 4.41 2.38  -0.11
C -4.13 4.50 1.98  -0.09
C -3.36 3.36 1.86  -0.09
H -2.60 2.24 4.21  0.08
H -1.62 2.27 6.27  0.06
H 1.55 -0.41 6.30  -0.07
H 0.31 -1.79 6.80  0.04
H -1.98 -1.74 3.24  0.10
H -4.55 -0.96 3.71  0.11
H -5.99 -2.91 3.25  0.09
H -6.12 -3.85 0.97  0.09
H -4.79 -2.83 -0.87  0.09
H -3.36 -0.87 -0.40  0.08
H -5.66 1.05 2.75  0.09
H -7.04 3.08 2.96  0.09
H -6.07 5.30 2.46  0.09
H -3.70 5.47 1.76  0.09
H -2.33 3.41 1.53  0.10

molecular weight = 967.39 g mol⁻¹
2S+1 = 1
Kohn-Sham gap = 5.0 eV
LUMO = 3.87 eV
charge = -2